{"formula": "C10H24CuN4O4S", "method": "wB97M-V/def2-TZVPD", "species": ["Cu", "C", "C", "N", "C", "C", "N", "C", "C", "C", "N", "C", "C", "N", "C", "H", "H", "H", "H", "H", "H", "H", "H", "H", "H", "H", "H", "H", "H", "H", "H", "H", "H", "H", "H", "H", "H", "H", "H", "O", "S", "O", "O", "O"], "positions_angstrom": [[0.017531, -0.013456, -0.035615], [-2.650493, -1.426125, 0.729675], [-2.669009, -1.156017, -0.750441], [-1.623871, -0.181016, -1.200276], [-1.306515, -0.058699, -2.656690], [-0.007408, 0.734047, -2.928087], [0.645084, 1.073447, -1.618077], [2.086250, 1.421208, -1.754938], [3.023083, 0.788726, -0.710077], [2.681975, 0.859654, 0.800920], [1.289984, 1.026390, 1.212310], [1.001631, 0.550201, 2.598818], [-0.542703, 0.621429, 2.851646], [-1.360188, 0.602792, 1.600182], [-2.638648, -0.211365, 1.657365], [-1.731240, -1.995768, 0.972696], [-3.444314, -2.133415, 0.982835], [-3.676818, -0.910361, -1.110265], [-2.456532, -2.104316, -1.257042], [-1.959342, 0.734058, -0.848108], [-2.192959, 0.413986, -3.183582], [-1.205993, -1.039674, -3.108053], [-0.184770, 1.674076, -3.485793], [0.694994, 0.125899, -3.494777], [0.166613, 1.925394, -1.329801], [2.191575, 2.532798, -1.747763], [2.386451, 1.120415, -2.764068], [3.983130, 1.266810, -0.814943], [3.145968, -0.287851, -0.954298], [3.363104, 1.574576, 1.306611], [2.971613, -0.145593, 1.214455], [0.955854, 1.991882, 1.060052], [1.636507, 1.073598, 3.331520], [1.333608, -0.517751, 2.617698], [-0.788982, 1.489700, 3.439932], [-0.793797, -0.241243, 3.460145], [-1.539714, 1.560939, 1.306491], [-3.464922, 0.501150, 1.515866], [-2.751788, -0.554937, 2.699201], [1.119339, -1.484997, -0.988292], [1.128146, -2.621463, 0.079399], [0.378481, -3.763365, -0.409332], [0.338769, -1.887126, 1.128429], [2.450333, -2.928621, 0.584086]], "forces_ev_per_a": [[0.2, -0.9, 0.7], [1.1, -0.2, 0.7], [0.6, -0.4, -1.6], [-2.0, 0.5, -0.4], [-1.7, 0.3, 0.1], [0.4, 0.4, 1.2], [0.5, 1.7, -2.2], [-0.3, 0.6, 0.1], [-0.7, -0.9, -0.1], [0.6, -1.1, 0.7], [0.3, 1.0, 0.8], [0.3, -0.6, -1.3], [0.5, -0.3, -0.7], [-0.6, -0.4, 1.2], [0.5, 0.8, 0.7], [-0.1, 0.4, -0.2], [-0.4, 0.3, 0.0], [-0.1, 0.5, 0.0], [0.2, 0.0, 0.1], [0.3, -0.6, -0.6], [0.9, -0.3, 0.3], [0.0, -0.3, 0.4], [-0.1, -0.4, 0.0], [-0.1, -0.1, 0.1], [0.2, -0.1, 0.1], [0.0, -0.4, 0.1], [0.3, -0.1, 0.2], [0.5, 0.2, -0.2], [-0.3, 0.7, 0.0], [-0.3, 0.1, -0.1], [-0.3, 0.8, -0.4], [0.5, -0.6, 0.4], [-0.5, 0.3, 0.2], [-0.5, 0.8, -0.2], [-0.1, 0.6, 0.3], [-0.1, -0.2, -0.1], [-0.2, -0.4, 0.3], [-0.1, -0.3, -0.3], [0.0, 0.0, -0.3], [1.5, -2.5, -0.3], [-1.6, 3.1, -1.0], [-0.1, -0.9, -0.3], [-0.2, -0.9, 1.5], [1.1, -0.2, -0.1]], "mulliken_charge": [0.54, -0.12, -0.97, 0.12, -0.77, -0.73, 0.11, -0.86, -0.86, -0.81, -0.05, -0.65, -0.88, -0.19, -1.13, -0.05, 0.51, 0.41, 0.36, 0.25, 0.32, 0.39, 0.32, 0.39, 0.28, 0.33, 0.32, 0.50, 0.28, 0.50, 0.25, 0.28, 0.49, 0.32, 0.37, 0.37, 0.27, 0.37, 0.40, -0.73, 1.06, -0.75, -0.83, -0.74], "fmax_ev_per_a": 3.62, "orbital_gap_ev": 4.3, "charge": -1, "e_tot_ev": -80384.2950}

{"formula": "C10H24GaO5S2", "method": "wB97M-V/def2-TZVPD", "species": ["O", "C", "C", "Ga", "H", "H", "H", "H", "H", "H", "H", "H", "C", "C", "C", "S", "O", "O", "C", "H", "H", "H", "H", "H", "H", "H", "H", "C", "C", "C", "S", "O", "O", "C", "H", "H", "H", "H", "H", "H", "H", "H"], "positions_angstrom": [[-0.091754, -0.297654, 0.527699], [0.817384, -1.400928, 0.697824], [1.812999, -1.014131, 1.854484], [3.383996, -0.038386, 0.876440], [0.450025, 0.388762, 0.127746], [1.411209, -1.485061, -0.239694], [0.296111, -2.365578, 0.869428], [2.236379, -1.915448, 2.358062], [1.328115, -0.334871, 2.582645], [4.076093, -1.169643, -0.054842], [2.700951, 1.046370, -0.094229], [4.376961, 0.610600, 1.957545], [2.905537, 4.831148, -3.349597], [1.524493, 5.221076, -2.811512], [0.965168, 4.007721, -2.060856], [2.385712, 3.091512, -1.459736], [2.420649, 1.822733, -2.140350], [2.451948, 3.226018, -0.028164], [3.625487, 4.150884, -2.190441], [3.459347, 5.698776, -3.711275], [2.793112, 4.131025, -4.181850], [1.627550, 6.064613, -2.123461], [0.851884, 5.532729, -3.612195], [0.347288, 4.304151, -1.215636], [0.399855, 3.352528, -2.722757], [4.480103, 3.554656, -2.503291], [3.928945, 4.876476, -1.434928], [-3.153959, -3.155911, 0.633011], [-4.536406, -2.753961, 1.155067], [-5.115800, -3.962664, 1.897544], [-3.710793, -4.890436, 2.513813], [-3.679145, -6.171983, 1.846903], [-3.661126, -4.779822, 3.953534], [-2.454323, -3.842544, 1.798959], [-2.586818, -2.293915, 0.280228], [-3.262921, -3.854342, -0.201578], [-4.433686, -1.912534, 1.844751], [-5.196348, -2.435656, 0.347216], [-5.741558, -3.662697, 2.735966], [-5.679065, -4.612375, 1.228403], [-1.600588, -4.443445, 1.493133], [-2.153011, -3.117793, 2.555996]], "forces_ev_per_a": [[-0.7, -0.8, -0.3], [1.5, 0.7, 0.8], [0.3, -0.5, -0.7], [-0.5, -0.2, 0.3], [0.2, 0.2, 0.1], [-0.4, -0.4, 0.4], [-0.3, 0.7, -0.1], [-0.4, 0.5, -0.2], [0.0, -0.6, -0.3], [0.1, -0.1, 0.0], [0.2, -1.0, 0.7], [0.2, 0.1, 0.0], [0.0, 0.0, 0.0], [0.0, 0.1, 0.0], [-0.4, 0.4, -0.3], [0.2, -0.2, 0.5], [-0.2, 0.6, -0.4], [-0.2, 0.5, -0.4], [0.2, 0.3, -0.4], [0.0, 0.0, 0.0], [0.0, 0.0, 0.0], [0.0, 0.0, 0.0], [0.0, 0.0, 0.0], [0.1, -0.2, 0.0], [0.1, -0.1, 0.1], [-0.1, -0.1, 0.1], [0.0, -0.1, 0.0], [0.0, 0.0, -0.1], [0.0, 0.1, 0.0], [-0.4, 0.3, -0.2], [0.3, 0.3, 0.1], [-0.1, 0.0, 0.3], [-0.1, -0.4, -0.2], [0.2, 0.2, -0.2], [0.0, 0.0, 0.1], [0.0, 0.0, 0.0], [0.0, 0.0, 0.0], [0.0, 0.0, 0.0], [0.1, -0.2, 0.1], [0.1, -0.1, 0.1], [0.0, -0.1, 0.1], [0.0, -0.1, 0.0]], "mulliken_charge": [-0.57, -0.18, -0.83, 0.05, 0.34, 0.24, 0.00, 0.30, 0.30, -0.30, -0.31, -0.33, -0.56, -0.59, -0.72, 1.40, -0.52, -0.55, -0.81, 0.34, 0.29, 0.29, 0.31, 0.37, 0.35, 0.38, 0.35, -0.56, -0.67, -0.64, 1.17, -0.68, -0.68, -0.73, 0.33, 0.32, 0.30, 0.33, 0.35, 0.35, 0.41, 0.38], "fmax_ev_per_a": 1.81, "orbital_gap_ev": 6.3, "charge": -1, "e_tot_ev": -95041.0522}

{"formula": "C10H24GdN6O7", "method": "wB97M-V/def2-TZVPD", "species": ["O", "H", "Gd", "N", "N", "N", "N", "O", "O", "O", "O", "C", "C", "C", "C", "C", "H", "H", "H", "C", "H", "H", "H", "C", "C", "H", "H", "H", "H", "H", "H", "H", "H", "C", "H", "H", "H", "O", "H", "H", "N", "C", "N", "O", "H", "H", "H", "H"], "positions_angstrom": [[1.512537, 0.790045, -2.705069], [1.405527, 0.208247, -3.472393], [0.233329, 0.239053, -0.892237], [-0.018821, -2.224985, -0.265788], [-0.319890, -1.404319, -2.620089], [0.677074, 1.434384, 1.286695], [0.746676, 2.587116, -0.995871], [0.034970, -2.483710, 1.019691], [0.651176, 0.809802, 2.557986], [1.243892, 3.024401, -2.194240], [-1.171100, -0.490674, -2.957027], [-0.812825, -2.673065, -2.407722], [-0.602995, -3.140853, -1.084608], [0.875345, 2.759278, 1.328247], [0.904130, 3.413450, 0.041020], [-1.142363, -4.433797, -0.606645], [-2.231968, -4.364740, -0.447611], [-0.642275, -4.705247, 0.329986], [-0.967931, -5.205031, -1.366890], [-1.727194, -3.271820, -3.399964], [-1.175278, -3.516875, -4.314420], [-2.499985, -2.541246, -3.675729], [-2.202829, -4.185901, -3.033802], [1.016132, 3.522522, 2.593804], [1.027744, 4.898022, -0.065711], [1.113493, 2.825281, 3.428263], [0.127420, 4.147547, 2.740784], [1.881980, 4.193025, 2.557307], [1.020557, 5.226668, -1.109332], [1.961334, 5.251944, 0.396252], [0.190568, 5.389821, 0.458991], [-0.166263, 0.202546, 2.537452], [1.406399, 2.043712, -2.608146], [2.397468, -0.100955, -0.917752], [2.227191, -1.195482, -0.694434], [2.572980, 0.448384, 0.055674], [3.278823, 0.039156, -1.568220], [2.540291, -2.667151, 2.467325], [2.634155, -1.794414, 2.901055], [1.699308, -2.593009, 1.953140], [-1.533312, -0.707473, 2.243242], [-2.266881, 0.083514, 1.386269], [-3.349781, 0.695603, 1.921837], [-1.920323, 0.314766, 0.200951], [-1.969118, -0.963646, 3.120802], [-0.962028, -1.476807, 1.778061], [-3.962106, 1.173794, 1.282645], [-3.735231, 0.419116, 2.816219]], "forces_ev_per_a": [[-0.5, -1.4, -0.3], [0.1, 0.3, 0.1], [-2.2, 0.4, -0.6], [-0.7, -0.7, 0.9], [-1.0, 0.0, 0.9], [0.1, 2.2, 1.2], [2.0, 2.6, 1.3], [0.0, -0.2, -1.8], [-0.4, 0.1, -0.7], [-1.2, 0.4, 1.1], [0.6, -0.9, -0.5], [-0.1, 1.2, 0.1], [0.8, 0.6, 0.0], [-1.1, -3.4, 0.8], [-0.9, -0.9, -2.7], [0.0, -0.4, 0.1], [0.4, 0.0, 0.1], [-0.3, 0.0, -0.2], [0.0, 0.1, 0.3], [-0.4, -0.4, -0.1], [0.0, 0.1, 0.1], [0.2, -0.1, 0.1], [0.1, 0.2, -0.1], [0.1, -0.1, 0.2], [0.5, 0.2, -0.2], [0.0, 0.3, -0.1], [0.1, -0.1, 0.0], [-0.2, -0.1, 0.0], [0.0, -0.2, 0.2], [-0.3, 0.0, -0.1], [0.3, -0.3, -0.1], [1.1, 0.8, -0.1], [0.0, 1.0, -0.6], [4.6, -1.6, 1.3], [0.0, 0.9, -0.4], [-0.6, -0.2, -0.9], [-0.7, -0.2, 0.5], [-0.7, 0.9, -0.2], [-0.1, -0.7, -0.3], [0.8, -0.1, 0.6], [-0.1, -0.5, -0.7], [-0.4, 0.4, 0.1], [0.1, -0.3, -0.2], [-0.1, -0.5, 1.1], [0.0, 0.0, -0.2], [-0.5, 0.6, 0.5], [0.0, 0.1, 0.0], [0.2, 0.1, -0.3]], "lowdin_spin": [0.20, 0.00, 5.29, 0.16, 0.19, -0.01, -0.01, 0.23, 0.00, 0.00, 0.36, 0.06, -0.04, 0.00, 0.00, -0.01, -0.01, 0.00, 0.00, 0.02, 0.00, 0.00, 0.00, 0.00, 0.00, 0.00, 0.00, 0.00, 0.00, 0.00, 0.00, 0.00, 0.00, 0.45, 0.04, 0.04, 0.00, 0.01, 0.00, 0.00, 0.01, 0.00, 0.00, 0.01, 0.00, 0.00, 0.00, 0.00], "fmax_ev_per_a": 5.06, "orbital_gap_ev": [7.3, 7.2], "spin_multiplicity": 8, "charge": 1, "e_tot_ev": -54851.1737}